19
Properties=species:S:1:pos:R:3 method="wB97M-V/def2-TZVPD" de_lowest_kcal_mol=0.00 gap_ev="9.97 / 7.45" homo_ha="-0.507 / -0.516" s2=6.01 multiplicity=5 charge=+1
C -0.076 2.159 1.901
O -0.012 1.387 0.724
C 1.205 1.531 -0.076
C 1.035 0.672 -1.306
H -1.033 1.941 2.388
H 0.750 1.908 2.584
H -0.013 3.229 1.649
H 2.062 1.279 0.570
H 1.283 2.607 -0.305
H 1.096 1.359 -2.165
H 1.700 -0.104 -1.709
O -0.438 -1.710 0.886
C -0.703 -2.707 0.193
C -1.274 -2.521 -1.163
O -1.788 -1.261 -1.303
Co -0.740 -0.100 -0.307
H -0.687 -3.716 0.644
H -2.037 -3.322 -1.291
H -0.330 -2.631 -1.912

***

62
Properties=species:S:1:pos:R:3 method="wB97M-V/def2-TZVPD" de_lowest_kcal_mol=4.73 gap_ev=9.94 homo_ha=-0.339 smiles="Cc1ccc(S(=O)(=O)N[C@H](C)C(=O)N2CCOCCOCCOCCOCC2)cc1"
C -1.083 -4.805 0.342
C -1.713 -3.462 0.552
C -2.942 -3.172 -0.037
C -3.547 -1.945 0.159
C -2.909 -0.994 0.930
S -3.715 0.570 1.262
O -4.982 0.279 1.860
O -2.791 1.416 1.968
N -4.036 1.325 -0.192
C -2.931 2.058 -0.767
C -3.448 3.021 -1.838
C -1.945 1.072 -1.400
O -2.360 0.017 -1.855
N -0.643 1.417 -1.481
C -0.049 2.562 -0.827
C 0.349 2.266 0.636
O 0.970 3.379 1.243
C 2.339 3.537 0.961
C 3.238 2.454 1.572
O 3.312 1.336 0.710
C 4.359 0.449 1.043
C 4.443 -0.677 -0.001
O 4.053 -1.932 0.514
C 2.662 -2.158 0.552
C 2.072 -2.482 -0.834
O 1.718 -1.345 -1.590
C 0.457 -0.806 -1.258
C 0.250 0.455 -2.104
C -1.692 -1.256 1.520
C -1.098 -2.494 1.336
H -1.746 -5.590 0.704
H -0.911 -4.983 -0.718
H -0.136 -4.883 0.870
H -3.428 -3.921 -0.644
H -4.511 -1.726 -0.271
H -4.459 0.686 -0.852
H -2.490 2.599 0.070
H -3.882 2.457 -2.660
H -4.212 3.662 -1.410
H -2.638 3.635 -2.225
H -0.730 3.413 -0.847
H 0.844 2.838 -1.392
H 1.017 1.401 0.662
H -0.546 2.060 1.232
H 2.530 3.573 -0.119
H 2.600 4.502 1.400
H 4.246 2.871 1.714
H 2.844 2.159 2.555
H 5.306 1.008 1.078
H 4.191 0.010 2.038
H 3.835 -0.401 -0.868
H 5.480 -0.813 -0.316
H 2.142 -1.297 0.990
H 2.536 -3.023 1.208
H 1.199 -3.137 -0.718
H 2.836 -3.002 -1.418
H 0.409 -0.540 -0.194
H -0.338 -1.538 -1.453
H 1.225 0.919 -2.256
H -0.167 0.173 -3.073
H -1.236 -0.490 2.129
H -0.150 -2.710 1.808

***

49
Properties=species:S:1:pos:R:3 method="wB97M-V/def2-TZVPD" de_lowest_kcal_mol=0.00 gap_ev=10.28 homo_ha=-0.456 charge=+1
Na -0.149 -0.029 0.036
C -1.016 -2.943 -1.254
O -0.070 -2.287 -0.409
C 0.468 -3.114 0.605
C 1.642 -2.362 1.204
N 1.172 -1.138 1.829
C 2.215 -0.303 2.435
C 1.641 1.078 2.701
O 1.208 1.628 1.474
C 0.615 2.889 1.641
H -1.281 -2.223 -2.027
H -1.924 -3.190 -0.698
H -0.558 -3.831 -1.690
H 0.853 -4.048 0.184
H -0.257 -3.308 1.402
H 2.473 -2.179 0.520
H 2.143 -3.011 1.951
H 0.548 -1.376 2.595
H 3.092 -0.186 1.798
H 2.538 -0.734 3.389
H 2.377 1.741 3.165
H 0.785 0.970 3.385
H -0.332 2.792 2.196
H 0.333 3.351 0.696
H 1.234 3.601 2.193
C 2.255 -1.114 -2.517
O 1.397 -0.151 -1.916
C 1.004 0.802 -2.908
C 0.003 1.806 -2.350
N -1.183 1.126 -1.842
C -2.201 2.013 -1.273
C -3.059 1.334 -0.216
O -2.232 0.935 0.861
C -2.907 0.311 1.931
H 2.421 -1.899 -1.780
H 3.216 -0.674 -2.793
H 1.759 -1.568 -3.380
H 0.505 0.267 -3.725
H 1.892 1.311 -3.284
H -0.222 2.502 -3.171
H 0.477 2.410 -1.572
H -1.589 0.614 -2.618
H -2.891 2.372 -2.047
H -1.718 2.897 -0.853
H -3.550 0.470 -0.684
H -3.819 2.027 0.156
H -3.754 0.900 2.302
H -2.210 0.164 2.750
H -3.340 -0.644 1.605

***

118
Properties=species:S:1:pos:R:3 method="wB97M-V/def2-TZVPD" de_lowest_kcal_mol=22.11 gap_ev="5.88 / 5.53" homo_ha="-0.479 / -0.473" charge=+2
Ga 0.955 1.253 0.659
C 0.491 -2.763 -6.082
C 0.631 -3.045 -4.583
C -0.647 -3.754 -4.094
C 1.845 -3.963 -4.375
C 0.779 -1.776 -3.756
C 1.085 -1.849 -2.427
C 1.060 -0.683 -1.635
N 1.239 -0.628 -0.328
C 1.466 -1.565 0.598
C 1.070 -2.915 0.575
C 1.355 -3.725 1.640
C 2.176 -3.186 2.667
C 2.570 -1.866 2.772
C 2.104 -0.982 1.766
O 2.217 0.313 1.803
C 3.507 -1.487 3.934
C 3.882 -0.002 4.011
C 4.817 -2.274 3.746
C 2.862 -1.887 5.271
C 0.768 -5.130 1.721
C 1.359 -5.943 2.875
C 1.015 -5.883 0.405
C -0.748 -4.987 1.951
C 0.884 0.652 -2.245
O 0.902 1.648 -1.449
C 0.656 0.718 -3.655
C 0.571 -0.480 -4.321
C 0.522 2.004 -4.491
C -0.880 2.021 -5.125
C 1.593 1.980 -5.595
C 0.705 3.312 -3.717
H 0.409 -3.709 -6.616
H 1.367 -2.238 -6.469
H -0.407 -2.185 -6.309
H -0.801 -4.675 -4.658
H -1.522 -3.116 -4.241
H -0.576 -4.010 -3.035
H 1.747 -4.846 -5.006
H 1.936 -4.304 -3.343
H 2.765 -3.447 -4.651
H 1.369 -2.783 -1.964
H 0.474 -3.274 -0.252
H 2.514 -3.864 3.437
H 4.363 0.338 3.096
H 4.588 0.132 4.832
H 3.020 0.638 4.202
H 5.332 -1.948 2.842
H 4.642 -3.348 3.672
H 5.475 -2.097 4.598
H 1.870 -1.442 5.382
H 3.485 -1.542 6.097
H 2.760 -2.968 5.368
H 2.437 -6.073 2.762
H 0.904 -6.932 2.891
H 1.153 -5.478 3.841
H 2.077 -5.887 0.154
H 0.465 -5.436 -0.424
H 0.682 -6.917 0.498
H -0.950 -4.462 2.887
H -1.207 -5.975 2.012
H -1.224 -4.438 1.137
H 0.392 -0.438 -5.385
H -1.022 1.191 -5.818
H -1.021 2.947 -5.684
H -1.652 1.961 -4.353
H 1.530 1.088 -6.218
H 2.593 2.025 -5.160
H 1.464 2.847 -6.244
H -0.100 3.476 -3.004
H 0.688 4.139 -4.428
H 1.657 3.343 -3.190
C 0.983 4.388 5.182
O 1.164 4.135 3.780
C 0.921 2.962 3.262
O 1.023 2.830 2.034
N 0.555 1.950 4.064
N 0.246 0.710 3.504
H 1.160 5.451 5.303
H 1.710 3.833 5.776
H -0.037 4.152 5.491
H 0.588 2.049 5.066
H -0.625 0.381 3.901
H 0.984 0.043 3.710
C -3.046 6.335 -2.394
C -1.987 6.508 -1.515
C -1.445 5.418 -0.849
C -1.988 4.160 -1.071
C -3.028 3.967 -1.970
C -3.556 5.066 -2.631
Sb -1.421 2.474 0.131
C -2.270 2.981 2.022
C -2.313 4.297 2.466
C -2.858 4.587 3.711
C -3.369 3.570 4.505
C -3.342 2.256 4.053
C -2.787 1.962 2.815
C -2.821 0.989 -0.480
C -2.425 -0.122 -1.216
C -3.370 -1.045 -1.641
C -4.708 -0.859 -1.326
C -5.104 0.244 -0.582
C -4.164 1.173 -0.161
H -3.474 7.189 -2.901
H -1.580 7.496 -1.342
H -0.598 5.559 -0.188
H -3.425 2.978 -2.161
H -4.374 4.924 -3.326
H -1.936 5.101 1.846
H -2.901 5.615 4.049
H -3.808 3.804 5.466
H -3.774 1.465 4.654
H -2.781 0.939 2.451
H -1.383 -0.274 -1.465
H -3.060 -1.905 -2.221
H -5.444 -1.578 -1.662
H -6.147 0.385 -0.329
H -4.473 2.039 0.414

***

80
Properties=species:S:1:pos:R:3 method="wB97M-V/def2-TZVPD" gap_ev="6.94 / 4.40" homo_ha="-0.472 / -0.472" s2=0.77 multiplicity=2 charge=+2
Ta -0.271 1.679 -0.706
O -0.525 0.094 -2.146
C -1.394 0.433 -3.257
C -1.010 1.800 -3.788
N -0.984 2.814 -2.701
C -2.307 3.395 -2.423
C -3.042 2.581 -1.367
O -4.209 2.612 -1.172
O -2.182 1.794 -0.655
C 0.073 3.812 -2.964
C 1.418 3.275 -2.490
O 2.455 3.834 -2.650
O 1.304 2.054 -1.894
H 0.263 -0.480 -2.454
H -2.414 0.391 -2.878
H -1.279 -0.322 -4.034
H -1.695 2.101 -4.585
H -0.009 1.736 -4.214
H -2.931 3.470 -3.314
H -2.184 4.395 -2.008
H -0.136 4.733 -2.424
H 0.148 4.054 -4.026
N -0.852 -3.958 0.496
C -0.220 -4.127 -0.641
N 0.186 -3.126 -1.411
C 0.866 -3.589 -2.457
C 0.956 -5.006 -2.543
S 0.186 -5.739 -1.246
C 1.519 -2.708 -3.394
C 2.320 -3.146 -4.410
S 3.069 -1.837 -5.197
C 2.247 -0.747 -4.113
N 1.449 -1.332 -3.249
N 2.423 0.584 -4.193
H -0.928 -3.015 0.866
H -1.080 -4.729 1.105
H 1.436 -5.595 -3.307
H 2.525 -4.158 -4.718
H 3.156 0.943 -4.784
H 2.232 1.116 -3.351
C 1.220 4.637 1.566
C 0.664 3.557 0.731
O -0.301 3.733 -0.099
O 1.109 2.362 0.763
H 0.524 5.469 1.626
H 2.150 4.977 1.103
H 1.457 4.242 2.552
C -2.434 -1.006 0.965
Ge -0.717 -0.088 1.278
C -0.960 1.281 2.654
C -2.095 2.094 2.647
C -2.245 3.107 3.588
C -1.263 3.310 4.547
C -0.131 2.502 4.566
C 0.026 1.503 3.618
C 0.660 -1.401 1.738
C 1.786 -1.507 0.962
C 2.732 -2.540 1.155
C 2.522 -3.480 2.122
C 1.377 -3.417 2.957
C 1.149 -4.388 3.963
C 0.046 -4.317 4.765
C -0.875 -3.260 4.605
C -0.679 -2.308 3.643
C 0.448 -2.360 2.783
H -2.538 -1.935 1.528
H -2.580 -1.212 -0.096
H -3.243 -0.354 1.293
H -2.880 1.937 1.914
H -3.132 3.726 3.580
H -1.385 4.088 5.288
H 0.626 2.649 5.326
H 0.915 0.882 3.638
H 1.964 -0.791 0.164
H 3.623 -2.577 0.541
H 3.239 -4.277 2.278
H 1.873 -5.184 4.095
H -0.118 -5.059 5.534
H -1.734 -3.196 5.260
H -1.380 -1.486 3.555

***

17
Properties=species:S:1:pos:R:3 method="wB97M-V/def2-TZVPD" de_lowest_kcal_mol=20.79 gap_ev=11.02 homo_ha=-0.401 smiles=C.O.O.O.O
C -1.105 1.748 -1.683
H -0.962 0.669 -1.596
H -0.552 2.278 -0.919
H -2.169 1.977 -1.732
H -0.692 1.915 -2.668
O -0.332 1.187 2.142
H -1.190 1.113 2.566
H -0.380 2.113 1.849
O 2.745 -2.086 -2.049
H 2.045 -1.578 -1.596
H 3.370 -2.151 -1.308
O -2.253 -2.258 1.826
H -1.943 -1.347 1.774
H -1.422 -2.722 1.695
O 1.619 -0.541 0.314
H 1.163 0.297 0.223
H 2.059 -0.615 1.159